(1)
DFT (ωB97M-V/def2-TZVPD) results for C3H8N2O2 as an isolated structure in a non-equilibrium geometry.

Positions of all 15 atoms, in Å:
O  -1.6213  -1.0482  -0.8188
O  0.6206  -2.5300  -0.9344
N  -0.5781  -0.1579  -1.1085
N  1.1691  -1.5105  -1.0775
C  0.8756  1.4917  -0.1811
C  -0.6041  0.0545  1.3714
C  0.0690  0.2260  0.0269
H  -1.5055  0.6720  1.4116
H  1.3729  1.4608  -1.1503
H  -0.9232  -0.9738  1.5353
H  -1.9265  -1.3066  -1.6974
H  1.1564  -0.7287  -0.0014
H  0.2146  2.3618  -0.1531
H  1.6257  1.6070  0.6026
H  0.0548  0.3821  2.1748

HOMO = -8.1 eV
energy = -10310.0971 eV
frontier orbital gap = 0.3090 Ha

Results of the Mulliken charge analysis, in e, for atoms 1 through 6: -0.347 -0.262 -0.642 0.122 -1.278 -1.219

=====

(2)
DFT (ωB97M-V/def2-TZVPD) results for C24H29BaN8OS3 as an isolated structure.

Positions of all 66 atoms, in Å:
Ba  1.4102  0.7487  -1.2885
S  0.2540  -1.2492  -3.7465
S  -0.3654  2.9209  -1.9115
S  -0.4613  -1.7318  -0.4378
O  2.1028  2.5431  -5.9184
N  0.9013  4.9647  -3.0466
N  -1.7886  -2.6279  1.6348
N  -1.3195  0.6715  -4.7089
N  -0.5954  -0.7511  2.0669
N  2.1865  3.0020  -2.6857
N  0.9126  0.7108  -5.3794
N  0.1761  0.3227  1.7376
N  1.8237  2.3753  1.0988
C  1.2699  2.3359  2.3147
C  1.9757  5.5227  -3.5841
C  2.0012  4.5656  2.7913
C  0.5192  1.1026  2.6921
C  1.0259  3.7019  -2.6152
C  4.5049  2.7531  -3.3265
C  -3.7291  0.3483  -4.9140
C  0.2007  0.8991  4.1466
C  -3.7033  -0.5779  -6.1226
C  3.2536  3.5723  -3.2590
C  1.0375  1.9780  -5.9884
C  -0.8713  1.6554  -7.5798
C  1.3412  3.4124  3.1893
C  -1.3813  4.3902  -7.5307
C  -2.5122  0.1872  -4.0157
C  -2.1516  3.5464  -8.3206
C  -0.9596  -1.6894  1.1531
C  2.5732  4.6079  1.5353
C  2.4531  3.4867  0.7291
C  -0.3454  3.8724  -6.7720
C  3.1892  4.8683  -3.7359
C  -0.1142  0.1438  -4.6422
C  -1.8918  2.1824  -8.3546
C  -0.1030  2.5021  -6.7825
H  -2.4817  1.5315  -8.9861
H  -2.9554  3.9544  -8.9194
H  2.0587  5.4177  3.4551
H  -2.3402  -0.8564  -3.7602
H  5.2483  3.2144  -3.9728
H  4.0380  5.3415  -4.2070
H  -2.8297  -0.3884  -6.7496
H  -3.8000  1.3920  -5.2397
H  4.9425  2.6463  -2.3304
H  1.8600  6.5480  -3.9235
H  -4.6184  0.1626  -4.3091
H  -0.9611  -0.8190  3.0038
H  0.8749  3.3690  4.1619
H  -2.6238  0.7561  -3.0914
H  -0.6985  1.4478  4.4367
H  -1.4338  1.5413  -5.2105
H  0.2762  4.5127  -6.1623
H  -1.5873  5.4518  -7.5118
H  2.8728  3.4922  -0.2718
H  4.2814  1.7616  -3.7201
H  1.0224  1.2636  4.7590
H  -4.5901  -0.4432  -6.7413
H  1.8080  0.3001  -5.1570
H  -2.1564  -2.6138  2.5708
H  -3.6642  -1.6235  -5.8122
H  0.0648  -0.1481  4.4117
H  -0.6599  0.5930  -7.6000
H  -2.0857  -3.3567  1.0102
H  3.0924  5.4840  1.1745

HOMO = -10.1 eV
energy = -72525.6132 eV
frontier orbital gap = 0.2660 Ha
net charge = +1

Results of the Mulliken charge analysis, in e, for atoms 1 through 6: 1.428 -0.297 -0.444 -0.393 -0.529 -0.604

=====

(3)
DFT (ωB97M-V/def2-TZVPD) results for a 10-piece molecular cluster, C28H78BClN4O12 overall in a non-equilibrium geometry.

Positions of all 124 atoms, in Å:
Cl  0.0604  -1.8327  -1.0038
O  3.3346  -2.5225  4.4095
O  -4.5114  4.5704  1.2682
O  -0.6437  -6.9184  -3.9466
O  -0.3012  -2.8107  0.0041
O  0.2216  -0.5469  -0.4461
O  8.5298  6.5068  1.6552
O  1.2998  -2.3159  -1.4966
O  -0.8951  -1.8511  -2.0602
O  -9.3350  -8.5352  -3.8359
O  8.4692  -2.0785  -7.4195
O  -6.3635  -3.5495  1.3616
O  2.4389  -7.0712  2.8724
N  -5.6615  4.2399  2.0261
N  7.9329  6.5005  2.9537
N  6.9466  -3.7653  -5.9050
N  -6.0554  -7.0240  -5.1994
C  -4.3693  3.8777  3.9935
C  -6.8831  4.3806  4.2288
C  -8.1000  3.8901  2.1844
C  6.9201  -3.9679  -7.3186
C  -6.3809  -9.2149  -4.1516
C  7.2961  4.2834  2.4604
C  -7.0375  5.9457  0.8718
C  7.0266  7.7274  5.0147
C  2.4461  -2.5424  5.5485
C  -8.2065  4.5491  3.6017
C  9.3833  8.0476  4.2332
C  -5.1325  6.2830  3.5647
C  5.5684  -4.5381  -7.5700
C  -9.9472  -9.0400  -5.0379
C  -8.2527  -7.6080  -4.0538
C  5.9306  5.5310  4.1830
C  7.1887  -2.5348  -7.9104
C  5.7146  6.0836  1.7217
C  -5.5245  4.7555  3.4679
C  5.6977  6.8289  4.8897
C  7.8592  7.8027  3.7218
C  -6.3923  -3.4908  2.8425
C  6.6998  5.6353  2.8353
C  7.5193  9.0578  2.8156
C  -6.7329  3.6900  -0.0617
C  -6.8987  4.4589  1.2775
C  -7.0466  -8.1269  -4.9866
C  9.4105  -1.9558  -8.4179
B  0.2062  -9.5216  -0.1616
H  -5.9232  6.8596  3.0846
H  7.3098  -2.8230  -5.9219
H  7.1225  -2.4633  -8.9960
H  7.8662  6.8723  1.0656
H  5.3267  7.0677  1.9847
H  -10.9723  -9.2683  -4.7460
H  7.5384  7.3301  5.8913
H  -6.3393  -4.4894  3.2760
H  -5.9557  3.9408  -0.7835
H  -9.0265  4.2359  1.7261
H  2.2415  -3.6027  5.6972
H  -0.8658  -9.6372  -0.1188
H  -8.5255  5.5899  3.5465
H  3.3084  -7.4267  2.6745
H  9.2949  8.5996  5.1690
H  6.1959  6.0451  0.7444
H  -4.3119  3.6438  1.1161
H  -6.2653  -6.2700  -4.5611
H  -5.6257  -2.9064  3.3514
H  6.3282  -1.9568  -7.5735
H  -4.1827  6.5944  3.1299
H  -7.2963  -8.5310  -5.9676
H  7.9449  4.0209  3.2960
H  -9.9459  -8.3628  -5.8919
H  -7.9493  -7.2529  -3.0689
H  5.4328  6.6366  5.9294
H  1.4490  -2.1490  5.3507
H  -7.3197  -3.0006  3.1386
H  -4.2616  3.9956  5.0717
H  -6.9107  4.9340  5.1675
H  5.3778  -5.5454  -7.1997
H  4.7872  5.5132  1.6719
H  -8.5535  -6.6493  -4.4763
H  7.6473  -4.7287  -7.6025
H  -0.5641  -7.3437  -3.0896
H  -6.0720  -8.8859  -3.1594
H  10.3683  -1.6350  -8.0082
H  7.5415  10.0461  3.2748
H  -9.4918  -10.0189  -5.1882
H  10.1156  8.4169  3.5153
H  -5.1305  6.4889  4.6351
H  9.0342  -1.1938  -9.1004
H  2.8671  -1.8962  6.3187
H  -6.4234  2.6449  -0.0497
H  1.9098  -7.6079  2.2778
H  -9.0286  4.1378  4.1874
H  -6.3001  -6.6445  -6.1029
H  0.4408  -8.4738  -0.2672
H  6.5879  8.7088  5.1946
H  -1.2611  -6.1854  -4.0013
H  -6.1217  6.4384  0.5453
H  7.7992  4.1864  1.4984
H  -6.8624  3.4084  4.7213
H  9.8876  7.1358  4.5531
H  3.1575  -1.7075  3.9342
H  -7.0263  -10.0903  -4.0796
H  -0.6404  -7.3947  -4.7801
H  2.3469  -6.1369  2.6718
H  -3.4667  4.1371  3.4403
H  -7.6636  3.6286  -0.6258
H  4.6627  -4.0762  -7.1770
H  6.4558  3.6054  2.3110
H  -5.5484  -9.7054  -4.6561
H  -4.5360  2.8138  3.8244
H  6.5674  8.9055  2.3068
H  -7.7761  6.1622  0.0999
H  6.4654  4.7658  4.7456
H  8.3240  9.1258  2.0836
H  -7.2975  6.5369  1.7499
H  0.6365  -9.9677  0.7216
H  4.9678  5.0339  4.0646
H  -5.8293  -2.8244  1.0292
H  6.0341  -3.3777  -5.7122
H  0.6648  -10.0398  -0.9896
H  5.3611  -4.4940  -8.6392
H  4.8397  7.3468  4.4611
H  -8.0016  2.8049  2.2139
H  9.6355  -2.8780  -8.9537

HOMO = -7.9 eV
energy = -74003.5059 eV
frontier orbital gap = 0.2146 Ha

Results of the Mulliken charge analysis, in e, for atoms 1 through 6: 1.635 -0.507 -0.461 -0.364 -0.685 -0.627

=====

(4)
DFT (ωB97M-V/def2-TZVPD) results for C48H49HgN8O2STe as an isolated structure in a non-equilibrium geometry.

Positions of all 110 atoms, in Å:
Hg  0.6066  0.8515  -0.9210
Te  1.1616  -2.8323  2.0947
S  1.5124  3.1222  -0.1558
O  0.6341  -3.0480  -4.0596
O  4.7449  0.3868  0.1526
N  0.2634  -0.9132  -3.3391
N  -1.3579  2.6435  0.2587
N  0.6159  1.8093  -4.3189
N  2.4205  -1.2011  -1.4942
N  2.7692  0.0784  1.1125
N  -1.0908  3.8472  -0.3982
N  0.4933  5.3448  -0.9868
N  -1.9915  0.9749  2.3094
C  -0.5643  -0.3561  -2.2935
C  -0.6490  1.9157  -3.6284
C  -2.8584  1.2159  1.3161
C  -0.2877  -1.2880  5.8567
C  -2.3173  -0.0021  3.1733
C  0.8752  -1.3320  3.6051
C  -3.3161  -0.9520  2.9348
C  -4.0683  -0.7946  1.7852
C  1.0348  -2.0609  -3.2455
C  3.1157  1.6296  4.3872
C  3.6296  -0.3146  0.2769
C  2.1253  -2.2666  -2.3498
C  4.6921  1.4708  1.0635
C  -1.0106  -1.8860  6.8451
C  -1.7092  -0.1556  -4.3726
C  4.1691  -2.6532  -0.6575
C  3.4362  -1.4698  -0.6735
C  -0.7180  -2.6476  -4.4806
C  4.6073  -0.6598  4.9101
C  0.2067  4.1271  -0.5135
C  -0.0733  -3.3578  4.7563
C  -3.8582  0.3249  0.9828
C  3.6105  0.8653  3.3242
C  0.6528  1.6416  -5.6784
C  -3.7316  -0.1423  -2.4426
C  -3.4896  1.3677  -5.2535
C  2.8073  -3.5398  -2.3551
C  1.8817  1.7151  -3.6112
C  3.3495  1.2533  1.8613
C  3.8365  -3.7062  -1.4988
C  0.1327  -2.0131  4.7375
C  4.3194  -0.3358  3.5498
C  -2.3627  -1.9308  -1.2627
C  -3.4094  2.3247  -2.9902
C  -2.7655  1.0270  -2.3935
C  -3.7734  2.2967  -4.2987
C  -3.7137  3.3485  0.2695
C  -2.5571  2.4247  0.4972
C  -0.6075  -1.1548  -4.5354
C  -3.5881  -1.3333  -1.7562
C  -2.6249  0.2533  -5.2666
C  -1.2412  -3.2585  6.8364
C  -0.7957  -3.9995  5.7710
C  -1.0741  -1.4860  -1.3831
C  0.3994  -4.1863  3.6187
C  4.1030  0.0690  5.9056
C  -1.4412  0.6614  -3.1645
C  3.3832  1.2109  5.6660
H  -4.4695  3.0546  -4.6463
H  -4.4802  0.3739  0.1626
H  -1.5566  -3.7533  7.7205
H  5.5462  1.2931  1.7190
H  2.6139  2.0812  1.7297
H  -0.2381  -2.0284  -0.9051
H  -0.2802  5.9094  -1.2541
H  4.3953  -4.6372  -1.4930
H  0.0991  -0.2444  5.9645
H  -4.8670  -1.4787  1.5218
H  2.5153  -4.3048  -3.0752
H  -0.4466  2.6463  -2.7484
H  -4.1893  3.5270  1.2824
H  -1.8149  4.2787  -0.9766
H  1.1307  -4.8450  3.9678
H  4.9826  -2.6655  0.0779
H  -1.2774  -3.0147  -3.6260
H  -3.5291  -1.7630  3.5929
H  -4.4544  -1.9526  -1.7382
H  5.2298  -1.5135  5.1765
H  0.0151  -0.9437  -5.4636
H  -2.4187  -2.7486  -0.5515
H  -0.8616  -5.0822  5.7710
H  1.3252  5.4623  -1.5037
H  3.1366  1.7992  6.5158
H  -4.6494  0.1497  -2.8528
H  -4.1295  1.3605  -6.1385
H  0.7891  0.6332  -6.0449
H  -0.9778  -3.2326  -5.3668
H  -3.8445  3.0440  -2.3725
H  -0.3974  -4.7841  3.2268
H  -2.5955  1.1645  -1.3152
H  0.2206  -0.5658  3.1897
H  1.9604  0.6729  -3.2301
H  -2.6001  -0.3610  -6.2153
H  1.8496  2.3987  -2.7872
H  -4.4588  2.8548  -0.2729
H  -1.6979  -0.0576  4.0204
H  -1.3517  -1.3202  7.7324
H  2.7915  1.9352  -4.1933
H  4.7643  2.4501  0.5761
H  1.3967  2.2740  -6.2600
H  1.8384  -0.9691  3.8879
H  -1.3853  2.4376  -4.3004
H  4.4821  -0.1960  6.9048
H  2.5185  2.5153  4.0796
H  -0.3277  2.0012  -6.0592
H  -3.5102  4.2300  -0.2927
H  4.6648  -1.0093  2.7840

HOMO (spin up / spin down) = -5.0 / -5.0 eV
<S²> = 0.77
energy = -88881.1573 eV
frontier orbital gap (spin up / spin down) = 0.1809 / 0.1793 Ha
spin multiplicity = 2

Results of the Mulliken charge analysis, in e, for atoms 1 through 6: 1.245 0.120 -0.462 -0.518 -0.425 1.207

=====

Question: The highest energy belongs to which entry?
Answer: C3H8N2O2